Record 1
Here is a molecular structure, C3H7N3O from the OMol25 dataset. Energies are from ωB97M-V/def2-TZVPD.

Last column: Löwdin charge in e.
Positions of all 14 atoms, in Å:
1 C 2.6284 0.1724 0.2447  -0.0784
2 N 1.2392 -0.0892 0.5682  0.0004
3 C 0.2749 0.1225 -0.3847  -0.5485
4 O 0.5158 0.4347 -1.5281  0.0713
5 N -1.0317 -0.1092 0.1014  0.0531
6 C -2.1501 0.1919 -0.5977  -0.2550
7 N -3.2556 -0.2783 0.0570  0.0243
8 H 2.7635 -0.0218 -0.8198  0.0843
9 H 3.2788 -0.4946 0.8190  0.0818
10 H 2.9137 1.2131 0.4437  0.0868
11 H 0.9787 -0.0730 1.5423  0.1276
12 H -1.1532 -0.5027 1.0342  0.1326
13 H -2.9172 -0.6987 -1.1029  0.1676
14 H -4.0852 0.1329 -0.3774  0.0522

Results
HOMO, eV: -8.71
ΔE to the lowest compared entry with this formula, charge and spin, kJ/mol: 343.6
Frontier orbital gap, eV: 9.562
LUMO energy, eV: 0.855
Molecular weight, g mol⁻¹: 101.11

---

Record 2
Here is a molecular structure, C22H25BF4NOSc from the OMol25 dataset. Energies are from ωB97M-V/def2-TZVPD.

Last column: Löwdin charge in e.
Positions of all 55 atoms, in Å:
1 C 0.9473 -2.7013 2.2589  -0.1251
2 C -0.3589 -2.2738 1.9428  -0.1310
3 C -0.4124 -1.9711 0.5593  -0.1525
4 H -1.2050 -2.2027 2.6237  0.1041
5 C 0.9012 -2.1350 0.0176  -0.2097
6 C 1.7422 -2.6367 1.0657  -0.2080
7 H 1.1395 -2.1490 -1.0474  0.1021
8 C 1.1637 1.2749 3.5005  -0.1693
9 C -0.0538 0.5640 3.6501  -0.1159
10 C -0.8841 0.8696 2.5469  -0.0922
11 H -0.3207 -0.0761 4.4906  0.1062
12 C -0.1958 1.7920 1.7239  -0.2682
13 C 1.0976 2.0408 2.2946  -0.1621
14 H -1.3189 -1.7584 -0.0132  0.1038
15 H 2.7369 -3.0470 0.9218  0.1059
16 H 1.2809 -3.0712 3.2293  0.1139
17 H 1.7149 2.9011 2.0387  0.1086
18 H -1.9027 0.5219 2.3628  0.1128
19 H 1.9850 1.3234 4.2068  0.1057
20 Sc 1.8879 -0.1815 1.3028  1.2165
21 C -0.6535 2.1968 0.3476  -0.4823
22 C 0.1021 3.4323 -0.1521  -0.0290
23 C -2.1564 2.4838 0.2896  -0.0313
24 H -0.1285 4.2432 0.5590  0.1030
25 H -0.2569 3.7382 -1.1503  0.0903
26 H 1.1955 3.2827 -0.1892  0.0859
27 H -2.4304 3.3130 0.9468  0.0982
28 H -2.7684 1.6140 0.5541  0.0880
29 H -2.4158 2.7756 -0.7364  0.0850
30 C -0.4690 0.9373 -0.5012  -0.0926
31 C 0.8087 0.7124 -1.2129  -0.3337
32 H -1.2887 0.8481 -1.2049  0.0770
33 H -0.6155 0.1063 0.1972  0.0788
34 O 1.8612 0.4766 -0.4818  -0.0563
35 N 0.9138 0.9058 -2.5230  0.1089
36 C 0.2848 0.1468 -3.6481  -0.0877
37 H 1.6174 1.5985 -2.7910  0.1679
38 C -0.9458 -0.6414 -3.2599  -0.2327
39 C -0.9679 -2.0342 -3.3573  -0.0397
40 H -0.0713 -2.5485 -3.7139  0.1175
41 C -2.1384 -2.7525 -3.0740  -0.0675
42 H -2.1462 -3.8387 -3.2094  0.1113
43 C -3.2737 -2.0729 -2.6242  -0.0783
44 H -4.1814 -2.6298 -2.3925  0.1069
45 C -3.2474 -0.6812 -2.4656  -0.0671
46 H -4.0975 -0.1389 -2.0376  0.1121
47 C -2.1228 0.0366 -2.8963  -0.0733
48 H -2.1491 1.1383 -2.9469  0.1277
49 H 0.9986 -0.5701 -4.0920  0.1257
50 H 0.0564 0.9275 -4.3918  0.1301
51 F 4.0559 -0.0627 1.2934  0.0339
52 B 4.2443 -0.8582 2.5423  -1.1205
53 F 5.0893 -0.2465 3.3893  0.2228
54 F 2.8448 -0.7763 3.0826  -0.0095
55 F 4.5072 -2.1458 2.1744  0.1849

Results
HOMO, eV: -7.38
Frontier orbital gap, eV: 6.608
LUMO energy, eV: -0.772
Molecular weight, g mol⁻¹: 451.21

---

Record 3
Here is a gas-phase ion, C5H12O2 (charge +1) from the OMol25 dataset. Energies are from ωB97M-V/def2-TZVPD.

Last column: Löwdin spin population.
Positions of all 19 atoms, in Å:
1 C 2.1234 1.0343 0.6108  0.1243
2 O 2.6955 -0.1952 0.3007  0.2150
3 C 0.8551 1.1664 -0.3728  0.1499
4 C -0.1065 0.0762 0.1248  0.0985
5 C -1.3948 -0.0311 -0.7998  0.1146
6 C -2.2810 -1.0228 -0.0629  0.0764
7 O -1.8790 -2.3491 -0.3598  0.1394
8 H 2.8442 1.8385 0.4498  0.0080
9 H 1.7648 0.9212 1.6481  0.0124
10 H 3.6563 -0.1740 0.0775  0.0020
11 H 0.4394 2.1564 -0.1651  0.0117
12 H 1.2231 0.9439 -1.3785  -0.0008
13 H 0.2632 -0.9487 0.2791  0.0120
14 H -0.3049 0.4353 1.1578  0.0031
15 H -1.1953 -0.3587 -1.8158  -0.0002
16 H -1.7554 1.0021 -0.7648  -0.0010
17 H -2.2180 -0.7828 1.0092  -0.0001
18 H -3.3395 -0.9982 -0.3395  0.0353
19 H -1.3906 -2.7136 0.4011  -0.0003

Results
HOMO (spin up / spin down), eV: -15.29 / -14.01
ΔE to the lowest compared entry with this formula, charge and spin, kJ/mol: 126.3
Charge: +1
Frontier orbital gap (spin up / spin down), eV: 12.538 / 4.421
LUMO energy (spin up / spin down), eV: -2.753 / -9.589
2S+1: 2
Molecular weight, g mol⁻¹: 104.15

---

Record 4
Here is a molecular structure, C20H20N4O6Pd from the OMol25 dataset. Energies are from ωB97M-V/def2-TZVPD.

Last column: Löwdin spin population.
Positions of all 51 atoms, in Å:
1 C 3.6390 -1.8636 -0.3449  0.0496
2 C 3.6069 -2.8479 -1.5081  0.0091
3 H 4.3652 -1.0696 -0.5272  0.0014
4 H 3.9232 -2.3800 0.5751  0.0040
5 H 2.6675 -1.3955 -0.1478  0.0232
6 H 3.1339 -2.4385 -2.3983  0.0027
7 H 4.6305 -3.1399 -1.7786  0.0026
8 H 3.0747 -3.7633 -1.2377  0.0017
9 C 1.1646 2.4577 -0.0247  0.0898
10 C 1.0206 3.8451 0.0345  0.1641
11 C 0.2989 4.4984 -0.9697  -0.0152
12 C -0.2569 3.7489 -1.9967  0.1347
13 H 1.7195 1.9071 0.7327  0.0017
14 H 1.4684 4.3880 0.8644  0.0061
15 H 0.1646 5.5783 -0.9503  -0.0029
16 H -0.8412 4.2007 -2.7962  0.0036
17 N 0.6423 1.7431 -1.0364  0.0644
18 C -0.0675 2.3549 -2.0219  0.0818
19 C -0.5957 1.4856 -3.0780  0.0961
20 N -0.2733 0.1710 -3.0002  0.1499
21 C -0.7521 -0.7112 -3.8775  0.1047
22 C -1.9083 1.0332 -5.0567  -0.0156
23 C -1.6062 -0.3232 -4.9091  0.1738
24 H -0.4474 -1.7397 -3.7223  0.0025
25 H -1.9917 -1.1021 -5.5594  0.0068
26 C -1.3989 1.9444 -4.1394  0.1472
27 H -1.6195 3.0042 -4.1839  0.0047
28 H -2.5509 1.3670 -5.8656  -0.0031
29 Pd 0.9319 -0.3887 -1.2793  1.5651
30 C 0.7082 -2.2543 -1.7867  0.3772
31 H 1.1502 -2.3387 -2.7861  0.0335
32 H -0.3769 -2.3956 -1.7812  0.0181
33 H 1.1913 -2.9233 -1.0745  0.0397
34 O -1.0569 -0.9292 0.1482  0.2657
35 C -0.2608 -0.7228 1.0952  0.0118
36 O 1.0078 -0.4904 0.9410  0.3385
37 C -0.8182 -0.6917 2.5164  0.0180
38 C -1.0232 0.5558 3.0926  0.0147
39 C -1.6189 0.6290 4.3625  -0.0003
40 C -1.9198 -0.5231 5.0910  0.0163
41 C -1.6814 -1.7585 4.4917  -0.0009
42 C -1.1708 -1.8603 3.1844  0.0152
43 N -1.9216 -2.9612 5.2351  -0.0003
44 O -2.3692 -2.8661 6.3966  0.0000
45 O -1.6673 -4.0574 4.6963  -0.0016
46 N -1.9693 1.9251 4.8605  -0.0003
47 O -1.6937 2.9258 4.1673  -0.0014
48 O -2.5396 1.9996 5.9688  0.0000
49 H -0.7538 1.4650 2.5600  0.0005
50 H -2.3158 -0.4548 6.0974  0.0006
51 H -1.0426 -2.8375 2.7265  0.0003

Results
HOMO (spin up / spin down), eV: -14.29 / -15.27
Charge: +2
Frontier orbital gap (spin up / spin down), eV: 5.755 / 3.173
LUMO energy (spin up / spin down), eV: -8.536 / -12.101
2S+1: 5
Molecular weight, g mol⁻¹: 518.82

---

Record 5
Here is 11 unconnected molecules or ions with the total composition C30H55Cl2F24N10P4 from the OMol25 dataset. Energies are from ωB97M-V/def2-TZVPD.

Last column: Löwdin charge in e.
Positions of all 125 atoms, in Å:
1 C -2.6038 -15.6039 -1.1778  -0.0580
2 C -1.2665 -15.1575 -0.6498  -0.2227
3 N -1.2560 -13.8146 -0.2045  -0.0709
4 C -1.7404 -13.3076 0.9701  0.0310
5 C -1.3926 -11.9402 0.9725  0.0124
6 N -0.6885 -11.6771 -0.1659  -0.1065
7 C -0.6998 -12.7481 -0.9813  0.0675
8 C 0.0156 -10.4250 -0.4710  0.0389
9 H -3.4450 -15.4608 -0.4997  0.0819
10 H -2.5603 -16.6729 -1.3860  0.0851
11 H -2.8649 -15.0929 -2.1045  0.0850
12 H -0.4502 -15.2372 -1.3676  0.1296
13 H -0.7875 -15.8550 0.0374  0.1377
14 H -2.1943 -14.0155 1.6478  0.1430
15 H -1.4560 -11.2203 1.7751  0.1435
16 H -0.2204 -12.7801 -1.9485  0.1646
17 H -0.7040 -9.6107 -0.5553  0.1137
18 H 0.7124 -10.5497 -1.2999  0.1111
19 H 0.6062 -10.1577 0.4053  0.1130
20 C -5.9578 2.4783 8.8619  -0.0675
21 C -4.9387 1.8866 7.8425  -0.1592
22 N -5.4876 0.9194 6.9077  -0.0593
23 C -6.7169 1.0387 6.2798  0.0487
24 C -6.7923 -0.1771 5.5255  0.0062
25 N -5.6210 -0.8568 5.6150  -0.1325
26 C -4.7842 -0.2308 6.4821  0.0760
27 C -5.4050 -2.0898 4.9878  -0.0072
28 H -6.8179 3.0569 8.5250  0.0697
29 H -5.4145 3.3050 9.3196  0.0829
30 H -6.2084 1.8425 9.7111  0.0835
31 H -4.2340 1.4501 8.5502  0.1289
32 H -4.3322 2.6109 7.2987  0.1378
33 H -7.4466 1.7882 6.5482  0.1301
34 H -7.6213 -0.5426 4.9378  0.1353
35 H -3.8948 -0.6993 6.8768  0.1745
36 H -4.5421 -2.0291 4.3245  0.1174
37 H -6.1729 -2.5515 4.3672  0.1172
38 H -5.2042 -2.7670 5.8180  0.1175
39 C -1.0890 2.4208 -11.1092  -0.0539
40 C -2.3628 3.2874 -10.9510  -0.1510
41 N -3.2992 2.5175 -10.1554  -0.0443
42 C -4.1556 1.4366 -10.5310  0.0152
43 C -5.0386 1.1337 -9.5388  0.0129
44 N -4.6006 1.8636 -8.4599  -0.1137
45 C -3.6191 2.7454 -8.8755  0.0226
46 C -5.2804 2.0337 -7.2127  0.0087
47 H -0.6319 2.2440 -10.1356  0.0831
48 H -0.2605 2.8498 -11.6729  0.0811
49 H -1.3319 1.5430 -11.7080  0.0783
50 H -2.8033 3.4335 -11.9373  0.1292
51 H -2.2315 4.2763 -10.5117  0.1361
52 H -4.0253 1.0236 -11.5205  0.1325
53 H -5.9179 0.5155 -9.4335  0.1458
54 H -3.0353 3.2871 -8.1460  0.1764
55 H -4.5166 1.6339 -6.5457  0.1177
56 H -6.2173 1.4767 -7.2276  0.1082
57 H -5.6340 3.0535 -7.0610  0.1149
58 C 3.5075 9.3881 0.2484  -0.0593
59 C 4.8524 8.8142 -0.1492  -0.1921
60 N 5.7960 8.7157 0.9641  -0.0419
61 C 5.5915 7.7882 1.9796  0.0260
62 C 6.6372 7.9162 2.8978  0.0314
63 N 7.5512 8.7685 2.3214  -0.1020
64 C 7.0634 9.2780 1.1518  0.0456
65 C 8.9115 9.0286 2.8048  0.0147
66 H 2.7937 9.2121 -0.5563  0.0878
67 H 3.5737 10.4749 0.3003  0.0860
68 H 3.1178 8.9062 1.1450  0.0842
69 H 5.2474 9.5853 -0.8105  0.1178
70 H 4.8091 7.9780 -0.8470  0.1325
71 H 4.6852 7.2079 2.0707  0.1448
72 H 6.8254 7.5070 3.8795  0.1497
73 H 7.4548 10.0823 0.5464  0.1585
74 H 9.3472 8.0435 2.9722  0.1091
75 H 9.0098 9.5200 3.7728  0.1051
76 H 9.5245 9.5250 2.0526  0.1008
77 C -2.0148 3.8694 0.5025  -0.0416
78 C -1.1981 3.0956 -0.6082  -0.1407
79 N -0.6527 1.8487 -0.0592  -0.0835
80 C -1.2739 0.6875 0.1598  -0.0292
81 C -0.3368 -0.2540 0.5133  0.0041
82 N 0.8554 0.4160 0.6127  -0.0619
83 C 0.6778 1.7539 0.2959  0.0501
84 C 2.1995 -0.1952 1.0922  0.0669
85 H -2.7515 3.2031 0.9512  0.0691
86 H -2.3753 4.7842 0.0322  0.0815
87 H -1.5372 4.1929 1.4274  0.0816
88 H -0.3865 3.6678 -1.0576  0.1187
89 H -1.7662 2.8845 -1.5142  0.1258
90 H -2.3226 0.5738 -0.0719  0.1468
91 H -0.4058 -1.3130 0.7138  0.1451
92 H 1.3722 2.5798 0.2494  0.1629
93 H 2.7974 0.5561 1.6081  0.0963
94 H 2.7214 -0.4780 0.1780  0.1023
95 H 2.0658 -0.9696 1.8475  0.1050
96 Cl 0.5173 7.3242 5.8431  -0.9984
97 Cl -5.7793 -3.8038 -2.3940  -0.9996
98 P 9.5382 0.9062 4.7312  0.2122
99 F 10.9478 0.2104 4.2858  -0.1941
100 F 9.2392 1.2339 3.1689  -0.1884
101 F 8.7097 -0.4860 4.6223  -0.1735
102 F 8.1570 1.6767 5.2446  -0.2163
103 F 9.9501 0.6083 6.3303  -0.2257
104 F 10.3526 2.3169 4.9105  -0.2142
105 P 0.9629 -5.4531 7.2110  0.1948
106 F 2.2323 -5.8668 6.1990  -0.2256
107 F 1.8877 -4.1420 7.4257  -0.1955
108 F 0.3630 -4.6362 5.9798  -0.1919
109 F -0.2466 -4.8227 8.1270  -0.1983
110 F 0.1127 -6.8381 6.7900  -0.2171
111 F 1.6407 -6.2066 8.4719  -0.1663
112 P 6.4503 -5.6646 -3.2219  0.2386
113 F 7.4084 -5.9823 -4.5664  -0.2348
114 F 7.7783 -5.2466 -2.5038  -0.1420
115 F 6.1900 -4.1402 -3.6383  -0.1614
116 F 5.5439 -5.6121 -1.7618  -0.2422
117 F 5.1257 -6.1431 -4.0719  -0.2099
118 F 6.7061 -7.2994 -2.8644  -0.2483
119 P -4.1222 9.9659 -5.2841  0.1112
120 F -2.9940 9.1723 -4.5098  -0.1585
121 F -3.4143 9.6766 -6.7191  -0.1876
122 F -4.9863 8.5594 -5.3941  -0.2292
123 F -5.3436 10.7078 -5.9827  -0.1661
124 F -5.0297 10.1416 -3.9429  -0.1960
125 F -3.2272 11.3199 -5.1456  -0.1737

Results
HOMO, eV: -4.65
Charge: -1
Frontier orbital gap, eV: 3.867
LUMO energy, eV: -0.785
Molecular weight, g mol⁻¹: 1206.59

---

Record 6
Here is a molecular structure, C33H40CeN6O7 from the OMol25 dataset. Energies are from ωB97M-V/def2-TZVPD.

Last column: Löwdin spin population.
Positions of all 87 atoms, in Å:
1 Ce 0.8511 -0.1654 -0.0242  1.0087
2 C 3.3080 -2.1535 0.9548  0.0000
3 N 3.4666 -0.6894 0.9478  -0.0006
4 C 4.5668 -0.2889 0.0414  0.0004
5 C 4.2394 0.9028 -0.8647  0.0003
6 C 3.6343 0.4873 -2.1998  0.0003
7 N 2.4845 -0.4060 -2.0229  -0.0003
8 C 1.7324 -0.5906 -3.0361  -0.0003
9 C 0.6533 -1.5725 -3.1328  -0.0001
10 C -0.0043 -1.7109 -4.3637  0.0000
11 C -0.9344 -2.6992 -4.5952  -0.0001
12 C -1.2115 -3.6042 -3.5562  0.0000
13 C -0.5872 -3.5005 -2.3373  -0.0001
14 C 0.3493 -2.4681 -2.0602  -0.0001
15 O 0.9022 -2.3658 -0.9004  -0.0013
16 C 3.7370 -0.2835 2.3409  0.0000
17 C 3.8373 1.2178 2.6166  0.0000
18 C 2.5070 1.9148 2.8793  0.0000
19 N 1.7433 2.1010 1.6563  -0.0004
20 C 1.0608 3.1653 1.5574  0.0000
21 C 0.1524 3.4428 0.4088  0.0002
22 C -0.4263 4.8059 0.3975  0.0000
23 C -1.3299 5.2313 -0.4843  0.0001
24 C -1.8613 4.4662 -1.6175  0.0001
25 C -1.8641 3.1503 -1.8722  0.0001
26 C -1.3651 2.0534 -1.0128  0.0004
27 O -1.1193 0.9647 -1.4940  0.0003
28 H 4.2054 -2.6443 1.3566  0.0000
29 H 3.1157 -2.5097 -0.0521  0.0000
30 H 2.4564 -2.4144 1.5823  0.0000
31 H 4.8175 -1.1489 -0.5835  0.0000
32 H 5.4572 -0.0722 0.6407  0.0000
33 H 5.1494 1.4721 -1.0725  0.0000
34 H 3.5501 1.5726 -0.3534  0.0001
35 H 4.3949 -0.0643 -2.7638  0.0000
36 H 3.3595 1.3737 -2.7751  0.0000
37 H 1.9329 -0.0304 -3.9586  0.0000
38 H 0.2453 -1.0100 -5.1565  0.0000
39 H -1.4296 -2.7846 -5.5540  0.0000
40 H -1.9299 -4.4007 -3.7211  0.0000
41 H -0.8074 -4.1917 -1.5301  0.0000
42 H 4.6770 -0.7661 2.6523  -0.0001
43 H 2.9363 -0.6988 2.9536  0.0000
44 H 4.3656 1.7347 1.8085  0.0000
45 H 4.4505 1.3369 3.5133  0.0000
46 H 2.6816 2.8720 3.3825  0.0000
47 H 1.9149 1.2982 3.5638  0.0000
48 H 1.0931 3.9140 2.3588  0.0000
49 H -0.0977 5.5077 1.1610  0.0000
50 H -1.6532 6.2648 -0.4201  0.0000
51 H -2.2803 5.0811 -2.4091  0.0000
52 H -2.2051 2.8170 -2.8460  0.0000
53 O 1.2798 4.1150 -1.6521  0.0001
54 C 1.0166 3.1798 -0.9079  0.0000
55 O 1.3790 1.9647 -1.0263  -0.0013
56 C -1.1561 2.3002 0.4764  -0.0002
57 C -2.3877 2.8469 1.1356  -0.0002
58 C -2.5798 2.6063 2.4459  0.0001
59 C -1.7287 1.7129 3.1739  -0.0004
60 C -0.8992 0.9333 2.4182  0.0001
61 N -0.7119 1.1096 1.0997  -0.0031
62 C -0.1709 -0.2658 3.0308  0.0000
63 O -0.3950 -0.5789 4.1938  0.0000
64 O 0.6581 -0.8726 2.2401  -0.0020
65 H -3.0883 3.4366 0.5623  0.0000
66 H -3.4431 3.0430 2.9415  0.0000
67 H -1.8542 1.4982 4.2248  0.0000
68 C -1.5527 -3.3297 2.0133  0.0000
69 N -2.7141 -2.8722 1.2603  0.0000
70 C -3.9775 -2.9170 1.9719  0.0000
71 C -2.5343 -2.0539 0.1700  0.0000
72 O -1.4958 -1.4498 -0.0510  -0.0007
73 N -3.6015 -1.9966 -0.6944  0.0000
74 C -4.4004 -3.1783 -0.9572  0.0000
75 C -3.5266 -1.0650 -1.8071  0.0000
76 H -1.6589 -4.3993 2.2224  0.0000
77 H -1.4528 -2.7943 2.9594  0.0000
78 H -0.6508 -3.1660 1.4369  0.0000
79 H -3.8262 -2.5602 2.9945  0.0000
80 H -4.3845 -3.9331 2.0240  0.0000
81 H -4.7091 -2.2714 1.4913  0.0000
82 H -4.1990 -3.9554 -0.2236  0.0000
83 H -4.1567 -3.5756 -1.9495  0.0000
84 H -5.4695 -2.9445 -0.9378  0.0000
85 H -2.8750 -0.2376 -1.5541  0.0000
86 H -4.5311 -0.6905 -2.0259  0.0000
87 H -3.1245 -1.5528 -2.7040  0.0000

Results
HOMO (spin up / spin down), eV: -3.84 / -3.85
ΔE to the lowest compared entry with this formula, charge and spin, kJ/mol: 259.7
Charge: -1
Frontier orbital gap (spin up / spin down), eV: 6.289 / 6.300
LUMO energy (spin up / spin down), eV: 2.447 / 2.449
2S+1: 2
Molecular weight, g mol⁻¹: 772.83